{"formula": "C40H35BF2GeNO7OsS", "method": "ωB97M-V/def2-TZVPD", "relative_energy_kcal_mol": 12.2, "s2": 0.756, "homo_energy_ev": [-8.0906, -7.9283], "multiplicity": 2, "charge": 0, "gap_ev": [7.710, 7.520], "species": ["Os", "O", "C", "C", "O", "O", "C", "C", "C", "C", "C", "C", "C", "C", "C", "C", "C", "C", "H", "H", "H", "H", "H", "H", "H", "H", "H", "H", "H", "C", "C", "C", "C", "C", "C", "C", "S", "O", "O", "N", "C", "C", "O", "O", "H", "H", "H", "H", "H", "H", "H", "H", "H", "F", "B", "F", "C", "Ge", "C", "C", "C", "C", "C", "C", "C", "C", "C", "C", "C", "C", "C", "C", "C", "C", "H", "H", "H", "H", "H", "H", "H", "H", "H", "H", "H", "H", "H", "H", "H"], "xyz": [[-1.75297, -1.25428, -0.09966], [0.34500, -0.97519, 0.59313], [1.35314, -1.85406, 0.05935], [0.60075, -2.84123, -0.86597], [1.18074, -3.68618, -1.49539], [-0.70862, -2.73802, -0.86136], [2.43373, -1.07210, -0.69034], [2.66087, 0.27219, -0.41321], [3.70974, 0.95508, -1.01372], [4.52987, 0.31476, -1.92634], [4.29129, -1.01667, -2.23051], [3.26067, -1.70749, -1.61511], [1.97196, -2.64391, 1.21958], [1.56374, -2.41259, 2.52823], [2.11916, -3.13576, 3.57587], [3.07922, -4.10118, 3.32704], [3.48245, -4.33977, 2.02042], [2.93523, -3.61835, 0.97326], [0.72048, -0.17566, 0.97104], [2.04224, 0.83774, 0.27277], [3.87638, 1.99483, -0.76459], [5.34148, 0.84946, -2.40135], [4.91402, -1.52920, -2.95204], [3.07466, -2.73808, -1.87931], [0.79724, -1.67926, 2.73826], [1.78884, -2.94614, 4.58921], [3.50477, -4.67281, 4.14119], [4.22515, -5.09838, 1.81164], [3.24248, -3.83266, -0.03925], [2.16347, 0.35907, 6.61550], [1.02330, 0.41932, 5.64168], [0.11168, -0.63138, 5.54436], [-0.94145, -0.58020, 4.65298], [-1.10059, 0.54008, 3.84257], [-0.22647, 1.60885, 3.94267], [0.83499, 1.53458, 4.83234], [-2.51782, 0.47607, 2.79392], [-2.42451, 1.79828, 1.94765], [-3.68462, 0.56519, 3.60697], [-2.41641, -0.74323, 1.85650], [-3.37923, -1.85019, 2.14882], [-4.17426, -2.24594, 0.89659], [-5.20543, -2.86079, 0.99814], [-3.64793, -1.87283, -0.24505], [2.47219, -0.66915, 6.79851], [1.86837, 0.79303, 7.57296], [3.02446, 0.91701, 6.25055], [0.23457, -1.50500, 6.17195], [-1.63344, -1.41061, 4.58405], [-0.34805, 2.51017, 3.35976], [1.52296, 2.36777, 4.89990], [-4.09978, -1.58266, 2.91752], [-2.80855, -2.71687, 2.49127], [-0.26908, 1.79437, 0.96754], [-1.46781, 2.33275, 1.09678], [-1.75122, 3.52521, 0.65727], [-4.11290, -0.49330, -2.62507], [-2.28410, 0.02908, -2.13462], [-1.15731, -0.43641, -3.68925], [-1.64482, -0.10313, -4.95369], [-0.92766, -0.39950, -6.10350], [0.30201, -1.03622, -6.01162], [0.81091, -1.36152, -4.76355], [0.08222, -1.06054, -3.62172], [-2.27729, 2.01051, -2.14585], [-3.49940, 2.63586, -2.20993], [-3.62098, 4.04194, -2.27347], [-2.50489, 4.82210, -2.27636], [-1.21811, 4.23283, -2.23216], [-0.05417, 5.03652, -2.26189], [1.18671, 4.46805, -2.25350], [1.31315, 3.06500, -2.20848], [0.20485, 2.26627, -2.15711], [-1.09871, 2.82119, -2.16471], [-4.38471, -0.09104, -3.60262], [-4.84269, -0.16679, -1.88641], [-4.15386, -1.57934, -2.66089], [-2.59949, 0.40305, -5.04990], [-1.32872, -0.13281, -7.07344], [0.86056, -1.27421, -6.90799], [1.77096, -1.85491, -4.67483], [0.50687, -1.31660, -2.65988], [-4.40710, 2.04538, -2.21123], [-4.60491, 4.49155, -2.31914], [-2.58305, 5.90200, -2.32215], [-0.16831, 6.11326, -2.30578], [2.07237, 5.08932, -2.29642], [2.29513, 2.61458, -2.22832], [0.32440, 1.18985, -2.13109]], "lowdin_spin": [0.7988, -0.0041, 0.0020, 0.0088, 0.0094, 0.0803, 0.0004, 0.0001, 0.0000, 0.0000, 0.0000, -0.0001, 0.0000, 0.0000, 0.0000, 0.0000, 0.0000, 0.0002, 0.0001, 0.0000, 0.0000, 0.0000, 0.0000, 0.0000, 0.0000, 0.0000, 0.0000, 0.0000, 0.0001, 0.0000, 0.0002, 0.0000, 0.0002, -0.0003, 0.0001, -0.0001, 0.0078, 0.0010, 0.0068, 0.0271, 0.0014, 0.0034, 0.0061, 0.0273, 0.0000, 0.0000, 0.0000, 0.0000, 0.0000, 0.0000, 0.0000, 0.0005, 0.0006, -0.0014, -0.0003, 0.0000, -0.0029, 0.0209, 0.0099, 0.0010, 0.0005, -0.0004, 0.0002, -0.0001, -0.0010, -0.0016, 0.0000, -0.0013, 0.0001, -0.0001, 0.0002, -0.0002, -0.0002, -0.0005, -0.0005, -0.0001, 0.0001, 0.0001, 0.0001, 0.0000, 0.0000, -0.0001, -0.0001, 0.0000, -0.0001, 0.0000, 0.0000, 0.0000, -0.0004]}



{"formula": "C4H6PS2", "method": "ωB97M-V/def2-TZVPD", "relative_energy_kcal_mol": 4.9, "homo_energy_ev": -14.1901, "multiplicity": 1, "charge": 1, "gap_ev": 9.184, "species": ["C", "C", "C", "C", "P", "S", "S", "H", "H", "H", "H", "H", "H"], "xyz": [[0.17452, 1.49973, -0.59427], [-1.26169, 1.33704, -0.46457], [1.07468, 0.61437, -0.27395], [-1.68493, 0.17456, 0.05536], [0.23593, -0.88485, 0.27817], [0.96567, -1.22761, 2.29715], [0.57511, -2.56220, -1.02201], [0.44754, 2.48173, -0.80444], [-1.68572, 2.21073, -0.72535], [2.16781, 0.78002, -0.12935], [-2.53276, -0.46356, 0.24457], [2.22319, -0.98091, 1.90270], [-0.69936, -2.97904, -0.76402]], "mulliken_charge": [-0.2451, -0.3636, -0.1924, -0.3401, 0.3935, -0.1499, -0.1435, 0.3604, 0.4622, 0.3462, 0.4519, 0.2033, 0.2171]}



{"formula": "C53H43MoN3O8Te", "method": "ωB97M-V/def2-TZVPD", "homo_energy_ev": [-6.7113, -6.7183], "multiplicity": 1, "charge": 0, "gap_ev": [5.985, 5.993], "species": ["Mo", "O", "C", "C", "C", "C", "C", "C", "C", "N", "C", "C", "N", "C", "C", "C", "C", "C", "C", "C", "O", "H", "H", "H", "H", "H", "H", "H", "H", "H", "H", "H", "H", "H", "H", "C", "C", "C", "C", "C", "O", "C", "C", "C", "C", "C", "C", "C", "O", "C", "C", "C", "N", "C", "C", "Te", "C", "C", "C", "C", "C", "C", "C", "C", "C", "C", "C", "C", "H", "H", "H", "H", "H", "H", "H", "H", "H", "H", "H", "H", "H", "H", "H", "H", "H", "H", "H", "H", "H", "H", "H", "H", "O", "C", "O", "C", "C", "C", "C", "O", "C", "O", "C", "C", "H", "H", "H", "H", "H"], "xyz": [[0.87166, 1.31742, 0.34195], [-0.73456, 2.38448, 1.02737], [-1.14301, 2.17217, 2.24500], [-2.51029, 2.16019, 2.55907], [-2.95797, 1.93886, 3.84755], [-2.06027, 1.72143, 4.88370], [-0.70782, 1.77639, 4.62415], [-0.22258, 2.01102, 3.33044], [1.14993, 2.32611, 3.11332], [1.70235, 2.31611, 1.92281], [2.86770, 3.14173, 1.70321], [2.57687, 3.77902, 0.34490], [2.31326, 2.62595, -0.47456], [2.99518, 2.43824, -1.55271], [3.12617, 1.15433, -2.16545], [3.59302, 1.00528, -3.47585], [3.95553, -0.23008, -3.96433], [3.91899, -1.34015, -3.12281], [3.45567, -1.23029, -1.83055], [3.01679, 0.00807, -1.31809], [2.54648, 0.09641, -0.11602], [-3.21549, 2.33117, 1.76106], [-4.01882, 1.94706, 4.05134], [-2.41818, 1.52947, 5.88336], [0.01150, 1.65107, 5.42174], [1.72308, 2.70602, 3.95825], [3.77505, 2.52253, 1.64213], [2.98997, 3.89355, 2.49115], [3.40726, 4.38965, -0.02985], [1.66427, 4.38626, 0.41347], [3.60323, 3.24956, -1.96389], [3.64388, 1.88247, -4.10507], [4.27868, -0.33585, -4.98919], [4.26388, -2.29784, -3.48718], [3.40089, -2.08863, -1.17732], [-1.29167, -4.51634, 4.28731], [-0.79013, -3.38478, 3.44319], [0.57653, -3.16209, 3.25731], [1.02988, -2.04200, 2.59402], [2.47314, -1.88297, 2.23340], [2.99867, -2.66182, 1.46551], [3.22081, -0.77867, 2.87134], [4.46682, -0.42653, 2.35171], [5.24796, 0.51568, 2.99057], [4.79958, 1.09921, 4.16609], [3.55596, 0.76597, 4.67707], [2.75759, -0.16040, 4.03033], [0.11749, -1.11325, 2.02912], [0.54083, -0.01601, 1.49734], [-1.26409, -1.48891, 1.99171], [-1.68066, -2.57288, 2.76558], [-2.17129, -0.85269, 1.05839], [-1.73359, 0.06508, 0.27888], [-2.52009, 0.61549, -0.78422], [-2.08152, -0.03626, -2.08942], [0.03955, -0.50961, -1.98446], [-0.35051, -2.62748, -1.80755], [0.21293, -3.30992, -0.73612], [-0.02119, -4.66066, -0.54577], [-0.84728, -5.34676, -1.42159], [-1.40875, -4.68145, -2.50120], [-1.14532, -3.33633, -2.70298], [-3.51801, -1.46657, 0.87641], [-4.67432, -0.96720, 1.45995], [-5.89561, -1.56209, 1.18779], [-5.96751, -2.65422, 0.33925], [-4.81440, -3.15365, -0.24373], [-3.59562, -2.55747, 0.01531], [-0.49587, -4.93210, 4.89814], [-1.69241, -5.31380, 3.66342], [-2.09271, -4.17270, 4.93901], [1.30175, -3.85871, 3.65194], [4.81028, -0.91974, 1.45567], [6.21647, 0.78379, 2.59270], [5.43018, 1.80473, 4.68743], [3.21036, 1.21763, 5.59452], [1.79793, -0.44048, 4.44028], [-2.73664, -2.80038, 2.80774], [-2.29300, 1.68572, -0.81489], [-3.60073, 0.47764, -0.63445], [-2.26159, 0.62963, -2.93005], [-2.60895, -0.97558, -2.24771], [0.84100, -2.76210, -0.04701], [0.44522, -5.16650, 0.28856], [-1.03337, -6.40202, -1.27637], [-2.04597, -5.21746, -3.19225], [-1.55474, -2.82600, -3.56325], [-4.60947, -0.11661, 2.12330], [-6.79442, -1.16512, 1.63741], [-6.91966, -3.11857, 0.13109], [-4.85594, -4.00586, -0.90515], [-2.69297, -2.93394, -0.44337], [0.10290, 4.22745, -1.37526], [-0.04570, 3.22558, -2.05692], [0.12358, 2.02913, -1.60456], [-0.43241, 3.30172, -3.50741], [-1.15658, 4.39646, -3.96294], [-1.59883, 4.48728, -5.27940], [-1.26586, 3.45782, -6.12726], [-1.57673, 3.27737, -7.44861], [-0.99903, 2.04312, -7.81974], [-0.31023, 1.50085, -6.71596], [-0.50607, 2.37427, -5.67902], [-0.08352, 2.26204, -4.38008], [-1.38268, 5.18824, -3.26606], [-2.17951, 5.32819, -5.61413], [-0.30018, 2.20350, -8.65459], [-1.78508, 1.34299, -8.15055], [0.50269, 1.41092, -4.05786]], "mulliken_charge": [-0.5700, -0.8820, 0.5512, -0.2789, -0.3659, -1.1942, -0.3394, 0.0624, -0.8201, 1.0825, -0.3914, -1.4148, 0.6855, -1.0108, 1.6798, -0.2019, -0.9212, -0.8314, -0.4819, -2.2800, 0.9585, 0.4710, 0.4642, 0.4250, 0.5003, 0.5514, 0.0522, 0.4981, 0.5657, 0.2254, 0.3848, 0.4786, 0.4122, 0.4767, 0.5051, -1.5554, 0.3005, -1.1107, 1.2236, -0.6906, -0.7119, 0.9576, -0.4045, -0.8940, -0.5307, -0.6853, 0.0109, -0.6369, 2.1399, 0.0904, -1.0707, 1.1730, 1.8448, -1.3733, -1.5286, -0.1734, -0.2683, 0.2662, -0.7037, -0.7156, -0.8357, -0.3397, -1.9501, -0.0130, -0.7402, -0.7038, -0.8642, 0.6199, 0.4285, 0.2899, 0.3779, 0.4929, 0.4185, 0.4303, 0.4285, 0.4883, 0.4748, 0.6802, 0.4902, 0.7189, 0.6283, 0.7472, 0.6067, 0.5203, 0.3963, 0.4496, 0.4519, 0.3898, 0.4413, 0.3769, 0.5028, 0.1556, -0.7439, -0.8767, 1.1181, -0.0136, -0.5711, -1.0760, 0.9154, -0.4946, -0.2635, -0.5212, 0.8900, -0.8407, 0.5013, 0.4313, 0.2358, 0.2565, 0.4944]}



{"formula": "C5H13N3O", "method": "ωB97M-V/def2-TZVPD", "relative_energy_kcal_mol": 51.5, "homo_energy_ev": -7.8929, "multiplicity": 1, "charge": 0, "gap_ev": 8.750, "species": ["C", "C", "O", "N", "H", "H", "H", "H", "H", "C", "C", "N", "N", "C", "H", "H", "H", "H", "H", "H", "H", "H"], "xyz": [[1.92372, -0.65487, 1.67146], [1.01435, -0.29552, -0.58078], [1.74042, 0.85373, -0.58295], [1.20973, -1.15636, 0.50473], [1.26905, 1.44101, 0.07085], [1.06123, -0.80794, -1.54368], [2.16634, -1.50865, 2.30404], [1.34367, 0.05961, 2.26696], [2.85003, -0.18168, 1.34832], [-1.01724, 1.12927, -1.84532], [-0.76809, 0.37892, -0.55675], [-0.61073, 1.27186, 0.57307], [-1.62345, -1.34401, 0.83841], [-1.56295, -0.80752, -0.33781], [-1.28842, 2.02799, 0.53724], [-0.76156, 0.75329, 1.43553], [0.30588, -1.58443, 0.80837], [-2.12513, -2.22784, 0.85659], [-1.89603, -1.31729, -1.24998], [-1.92510, 1.73638, -1.78069], [-1.12491, 0.43686, -2.67845], [-0.18081, 1.79717, -2.05916]], "mulliken_charge": [-0.8225, -0.5256, -0.5275, -0.2418, 0.4888, 0.5108, 0.3316, 0.2491, 0.3144, -1.5506, 0.9661, -0.6142, -0.7126, -0.2875, 0.2258, 0.2069, 0.3401, 0.1966, 0.3330, 0.3907, 0.3763, 0.3522]}